Record 1
A molecular structure, C4H10BeO2 at a distorted geometry. Source: the OMol25 dataset; level of theory: ωB97M-V with the def2-TZVPD basis set.

Structure (XYZ):
```
17
C4H10BeO2 | the OMol25 dataset | ωB97M-V with the def2-TZVPD basis set
H 0.670 0.521 -2.320
C -0.827 -1.699 1.064
O -0.768 -0.713 0.045
C 0.489 -0.121 -0.235
C 0.989 -0.281 -1.643
H -1.880 -1.833 1.332
H -0.346 -2.613 0.690
H -0.281 -1.370 1.959
H 1.239 -0.573 0.437
H 0.638 -1.226 -2.079
H 2.085 -0.239 -1.637
H 0.920 1.030 0.728
C -0.208 2.079 0.613
O -0.689 1.401 -0.415
Be -1.785 0.300 -0.615
H -0.906 2.875 0.912
H 0.659 2.462 1.165
```

E_HOMO (spin up / spin down)   -11.42 / -12.34 eV
ΔE to the lowest compared entry with this formula, charge and spin   147.1 kcal per mole
Charge   +1
2S+1   2

---

Record 2
3 unconnected molecules or ions with the total composition C5H13NO2 at a distorted geometry. Source: the OMol25 dataset; level of theory: ωB97M-V with the def2-TZVPD basis set.

Structure (XYZ):
```
21
C5H13NO2 | the OMol25 dataset | ωB97M-V with the def2-TZVPD basis set
N 1.171 0.669 -0.837
C 0.233 0.195 0.034
C 0.120 -1.294 0.224
C -2.061 2.236 2.354
C -1.293 1.026 1.891
C -0.498 1.135 0.785
H 1.803 -0.131 -0.983
H 0.787 0.898 -1.756
H -0.401 -1.808 -0.575
H 1.107 -1.690 0.448
H -1.753 2.640 3.301
H -3.138 2.168 2.170
H -1.785 2.966 1.590
H -1.538 0.008 2.189
H -0.274 2.176 0.535
H 1.361 -1.652 -2.538
H 0.762 -2.322 -3.835
O 0.546 -1.640 -3.189
H 3.060 -2.409 -1.507
H -0.534 -1.369 1.099
O 2.324 -1.802 -1.402
```

E_HOMO   -7.87 eV
ΔE to the lowest compared entry with this formula, charge and spin   102.2 kcal per mole
Charge   0

---

Record 3
A molecular structure, C18H13F3MnN4OS at a distorted geometry. Source: the OMol25 dataset; level of theory: ωB97M-V with the def2-TZVPD basis set.

Structure (XYZ):
```
41
C18H13F3MnN4OS | the OMol25 dataset | ωB97M-V with the def2-TZVPD basis set
Mn 1.164 -0.266 -0.708
O -0.068 -0.450 3.227
C 0.021 -0.502 2.021
N 1.152 -0.363 1.280
C 2.413 -0.242 1.985
C 3.496 -0.222 0.953
C 4.853 -0.207 1.235
C 5.762 -0.213 0.193
C 5.298 -0.237 -1.119
C 3.938 -0.239 -1.331
N 3.049 -0.229 -0.320
C -1.157 -0.654 1.078
C -2.427 -0.570 1.471
C -3.629 -0.420 0.537
C -2.874 0.069 -1.937
C -1.618 -0.020 -2.346
N -0.619 0.138 -1.309
H 2.545 -1.080 2.680
H 2.438 0.674 2.591
H 5.179 -0.202 2.265
H 6.823 -0.204 0.392
H 5.978 -0.257 -1.956
H 3.518 -0.254 -2.335
H -2.613 -0.484 2.534
H -4.442 0.043 1.104
H -3.711 -0.130 -2.594
H -1.279 -0.232 -3.350
F -5.392 -1.521 -0.563
C -4.220 -1.744 0.053
F -4.441 -2.564 1.080
F -3.445 -2.392 -0.825
C -3.162 0.522 -0.559
C -2.909 1.794 -0.176
C -2.036 2.762 -0.758
C -0.714 2.524 -1.089
N -0.042 1.380 -1.110
C -0.688 -0.870 -0.303
S -0.415 -2.437 -0.901
H -3.346 2.119 0.766
H -2.316 3.801 -0.642
H -0.063 3.381 -1.214
```

E_HOMO (spin up / spin down)   -11.49 / -11.61 eV
ΔE to the lowest compared entry with this formula, charge and spin   190.7 kcal per mole
Charge   +1
2S+1   5

---

Record 4
C19H19N3O in the gas phase. Source: the OMol25 dataset; level of theory: ωB97M-V with the def2-TZVPD basis set.

Structure (XYZ):
```
42
C19H19N3O | the OMol25 dataset | ωB97M-V with the def2-TZVPD basis set
C 2.584 3.790 -1.719
H 3.623 4.077 -1.580
H 2.034 4.051 -0.818
H 2.175 4.357 -2.553
C 2.479 2.288 -1.990
C 3.044 1.505 -0.840
C 2.240 1.188 0.244
C 2.752 0.482 1.328
C 4.101 0.140 1.344
C 4.908 0.469 0.272
C 4.384 1.138 -0.819
H 5.018 1.384 -1.658
H 5.953 0.196 0.287
H 4.507 -0.388 2.195
N 1.958 0.151 2.431
C 0.626 -0.148 2.503
O 0.072 -0.176 3.589
C -0.055 -0.510 1.254
C -1.407 -0.346 0.979
N -1.619 -0.920 -0.232
N -0.497 -1.474 -0.721
C 0.451 -1.228 0.147
H 1.449 -1.578 -0.025
C -2.810 -1.048 -0.963
C -3.016 -2.220 -1.686
C -4.174 -2.381 -2.421
C -5.133 -1.380 -2.441
C -4.917 -0.207 -1.738
C -3.757 -0.032 -1.004
H -3.584 0.899 -0.488
H -5.653 0.583 -1.765
H -6.041 -1.510 -3.010
H -4.332 -3.292 -2.978
H -2.255 -2.983 -1.662
C -2.449 0.275 1.831
H -2.583 1.330 1.590
H -3.403 -0.236 1.713
H -2.123 0.205 2.867
H 2.418 0.172 3.333
H 1.205 1.494 0.247
H 1.431 2.019 -2.140
H 3.026 2.048 -2.904
```

E_HOMO   -8.49 eV
ΔE to the lowest compared entry with this formula, charge and spin   24.4 kcal per mole
Charge   0
SMILES   CCc1cccc(NC(=O)c2cnn(-c3ccccc3)c2C)c1

---

Record 5
3 unconnected molecules or ions with the total composition C4H10ClN3 at a distorted geometry. Source: the OMol25 dataset; level of theory: ωB97M-V with the def2-TZVPD basis set.

Structure (XYZ):
```
18
C4H10ClN3 | the OMol25 dataset | ωB97M-V with the def2-TZVPD basis set
C 0.511 -2.465 0.316
C -0.082 -1.525 -0.159
C -1.579 -1.197 -1.990
C -0.603 -0.520 -1.043
N -0.385 0.741 -0.959
N 1.787 0.486 2.295
N 1.181 1.528 1.381
Cl -1.517 2.765 -2.626
H 0.965 -0.005 2.647
H 1.029 -3.304 0.655
H -2.558 -1.575 -1.495
H -1.822 -0.453 -2.824
H -1.003 -1.950 -2.507
H 0.152 0.829 -0.119
H -0.902 1.820 -1.930
H 1.746 2.275 1.728
H 2.196 -0.282 1.723
H 0.172 1.723 1.499
```

E_HOMO   -9.60 eV
ΔE to the lowest compared entry with this formula, charge and spin   84.2 kcal per mole
Charge   0
SMILES   [H]/N=C(/C)C#C.Cl.NN

---

Record 6
A molecular structure, HO6S3 at a distorted geometry. Source: the OMol25 dataset; level of theory: ωB97M-V with the def2-TZVPD basis set.

Structure (XYZ):
```
10
HO6S3 | the OMol25 dataset | ωB97M-V with the def2-TZVPD basis set
O 0.818 1.343 1.285
O 0.331 0.853 -1.012
O -1.370 1.886 0.352
O 2.510 -0.188 -1.704
O 1.073 -1.182 0.144
O -1.433 -1.364 -0.503
S -0.803 -1.111 0.807
S -0.295 0.938 0.434
S 1.195 -0.611 -1.306
H -2.026 -0.565 1.503
```

E_HOMO   -5.61 eV
ΔE to the lowest compared entry with this formula, charge and spin   46.1 kcal per mole
Charge   -1

---

Record 7
4 unconnected molecules or ions with the total composition C12H10Cl6F16O2 at a distorted geometry. Source: the OMol25 dataset; level of theory: ωB97M-V with the def2-TZVPD basis set.

Structure (XYZ):
```
46
C12H10Cl6F16O2 | the OMol25 dataset | ωB97M-V with the def2-TZVPD basis set
C 3.094 -0.522 0.154
C 2.427 -1.225 -1.016
C 1.635 -2.396 -0.495
F 0.808 -2.889 -1.407
F 2.447 -3.434 0.074
F 1.735 -0.380 -1.807
F 3.406 -1.741 -1.830
O 2.198 0.015 1.056
C 1.547 1.256 0.776
C 1.228 1.947 2.101
F 2.200 1.981 2.994
F 0.648 3.163 2.035
F 2.235 2.088 -0.041
F 0.412 0.908 0.141
H 3.661 0.218 -0.411
H 3.745 -1.137 0.775
H 1.046 -2.149 0.388
H 0.518 1.306 2.624
C -3.033 2.351 -1.914
C -3.617 1.256 -1.103
C -2.997 -0.193 -1.477
F -3.637 -1.313 -0.996
F -2.828 -0.297 -2.799
F -3.471 1.436 0.224
F -4.956 1.269 -1.249
O -1.580 2.327 -2.238
C -0.864 3.504 -1.938
C 0.546 3.370 -2.615
F 0.410 3.379 -3.932
F 1.291 4.460 -2.279
F -1.473 4.470 -2.590
F -0.784 3.696 -0.597
H -3.365 3.235 -1.369
H -3.552 2.465 -2.866
H -2.025 -0.325 -1.001
H 1.154 2.517 -2.314
C 2.047 -4.119 3.304
Cl 2.871 -5.615 2.787
Cl 3.122 -2.831 3.845
Cl 0.777 -4.377 4.481
H 1.390 -3.739 2.521
C -2.174 -2.715 1.915
Cl -1.170 -1.299 2.511
Cl -3.046 -3.470 3.272
Cl -1.117 -3.958 1.168
H -2.910 -2.494 1.141
```

E_HOMO   -11.22 eV
Charge   0
SMILES   FC(F)C(F)(F)COC(F)(F)C(F)F.FC(F)C(F)(F)COC(F)(F)C(F)F.ClC(Cl)Cl.ClC(Cl)Cl